# 1
Density functional theory data (wB97M-V/def2-TZVPD) for a structure of composition C5H6N.

The geometry in XYZ format:
```
12
Properties=species:S:1:pos:R:3:forces:R:3:mulliken_charge:R:1
C 1.235657 1.174072 -0.086963 2.21 -1.41 1.05 -0.45
C 1.909411 -0.079498 -0.028867 -0.50 -0.95 -0.53 -0.35
C -2.224624 -0.499219 -0.094692 -4.52 -2.86 -0.88 -0.12
C -0.040054 1.364332 -0.019524 0.19 -4.89 -0.06 -0.05
C 2.412818 -1.170027 -0.082232 -1.14 1.42 0.15 0.10
N -1.029446 -0.335399 0.093147 4.27 4.47 1.12 -0.22
H 2.048666 1.879168 0.068416 -0.84 1.35 -0.45 0.34
H -2.705636 -1.578881 -0.032373 1.09 2.16 0.37 0.24
H -2.944390 0.265339 -0.393581 0.57 0.14 -0.31 0.26
H -0.640294 2.159011 0.035157 -2.71 2.55 0.18 0.52
H 2.477334 -2.202102 -0.124763 0.87 -1.36 -0.03 0.42
H -0.499440 -0.976792 0.666279 0.50 -0.62 -0.60 0.30
```
Positions in Å, forces in eV/Å.

E_HOMO, eV: -14.43
Max |F|, eV/Å: 6.29
Net charge: +1
Energy above the lowest of the compared OMol25 structures with the same formula, charge and spin, eV: 5.571
Kohn-Sham gap, eV: 9.78

# 2
Density functional theory data (wB97M-V/def2-TZVPD) for an isolated molecule of C8H13N3S.

The geometry in XYZ format:
```
25
Properties=species:S:1:pos:R:3:forces:R:3:mulliken_charge:R:1
C -1.451964 -3.151891 3.495125 0.41 -3.66 -2.56 -1.25
C -0.891616 -2.362482 2.368807 -0.39 3.23 1.88 0.11
C -0.434369 -1.031737 2.743232 0.98 0.05 -2.30 -0.26
N -0.013465 -0.394136 1.653799 -0.24 0.81 1.86 -1.05
N -0.267766 -1.198559 0.661563 0.00 -0.83 -2.74 0.75
C -0.000531 -0.835983 -0.648845 3.44 2.83 -1.30 0.42
S -0.349181 -1.747199 -1.935478 -0.97 -0.81 -0.63 -0.44
N 0.884916 0.310220 -0.833253 -3.06 -4.04 0.70 -0.26
C 0.793892 1.124715 -2.052073 -2.02 -0.95 1.59 0.42
C 2.035531 1.920462 -1.911830 2.76 0.62 -4.48 -1.55
C -0.459468 2.045009 -1.943663 4.14 1.41 3.46 -1.37
C -0.800397 -2.403832 0.994952 -0.69 -1.78 2.18 -0.15
H -1.131089 -4.196576 3.147451 -0.46 0.78 1.45 0.28
H -1.106209 -2.917034 4.470183 0.76 0.28 0.58 0.34
H -2.520647 -3.234590 3.553224 -0.67 0.37 -0.28 0.27
H -0.275012 -0.463282 3.647216 -0.34 -0.63 0.42 0.40
H 1.073272 0.751885 0.033521 0.08 0.79 0.73 0.40
H 0.535139 0.366816 -2.855025 1.35 1.23 0.41 0.28
H 3.005888 1.419252 -2.084791 -0.67 -0.77 -0.02 0.38
H 2.213363 2.771913 -2.623253 -0.96 -0.47 0.52 0.35
H 2.188844 2.284299 -0.971727 -0.26 1.23 2.73 0.45
H -0.222512 2.815718 -2.594805 -0.02 1.93 -1.22 0.46
H -0.625174 2.477440 -0.884627 0.49 -0.69 -1.61 0.24
H -1.285019 1.608870 -2.244098 -4.14 -2.40 -1.38 0.43
H -1.076510 -3.290195 0.384374 0.49 1.46 0.00 0.36
```
Positions in Å, forces in eV/Å.

SMILES: Cc1cnn(C(=S)NC(C)C)c1
E_HOMO, eV: -8.68
Max |F|, eV/Å: 5.57
Energy above the lowest of the compared OMol25 structures with the same formula, charge and spin, eV: 0.000
Kohn-Sham gap, eV: 8.81

# 3
Density functional theory data (wB97M-V/def2-TZVPD) for an isolated molecule of C11H16OSi.

The geometry in XYZ format:
```
29
Properties=species:S:1:pos:R:3:forces:R:3:mulliken_charge:R:1
C -3.486356 1.230814 -0.485233 -0.84 2.55 -0.89 -0.25
C -4.304957 0.101459 -0.444455 -3.65 3.12 -1.24 -0.52
C -2.212308 1.174908 -0.056649 -0.45 3.70 -0.97 -0.50
C -3.784766 -1.131899 -0.043723 3.96 -4.84 1.65 -0.56
C -1.671895 -0.053264 0.345169 4.00 -3.37 1.88 0.46
C -2.423187 -1.202556 0.302984 -2.77 0.23 -0.90 -0.43
C -0.194992 -0.320727 0.847636 -1.59 0.54 -0.55 0.10
C 0.847167 0.453363 0.069360 -1.82 1.39 -1.17 0.28
C 3.124027 -1.573320 0.725236 -1.22 3.44 0.10 -1.16
C 3.882098 1.450788 -0.447806 -0.37 -0.06 -3.13 -1.07
C 1.143912 -0.157067 -1.349732 0.95 -2.84 1.55 -1.10
O -0.134827 -0.219910 2.284429 0.35 -2.74 -1.28 -0.56
Si 2.623993 0.059520 -0.226458 0.62 -0.55 0.94 0.41
H -3.883208 2.245460 -0.863474 0.49 -1.87 0.66 0.26
H -5.400051 0.191525 -0.635052 1.07 0.07 0.13 0.34
H -1.580552 2.067695 -0.119629 -0.28 -0.32 0.11 0.28
H -4.238257 -2.124152 -0.096685 -0.56 0.69 -0.31 0.36
H -0.129293 -1.368107 0.575812 0.65 -0.33 0.61 0.33
H 0.368519 1.423362 -0.237647 1.10 -0.28 0.96 -0.01
H 2.914393 -2.227576 -0.057778 -0.33 -1.94 -0.56 0.32
H 4.091112 -1.612768 1.146956 1.17 -0.12 0.02 0.37
H 2.417438 -1.474906 1.553373 -0.21 -0.86 -0.19 0.36
H 4.654866 1.210552 -1.237639 -0.48 -0.38 1.03 0.31
H 3.320753 2.190613 -1.087332 0.28 -0.09 1.15 0.30
H 4.404096 1.896728 0.374537 -0.14 0.21 0.58 0.35
H 1.038228 0.422057 -2.184347 -0.40 1.94 -1.83 0.38
H 0.721185 -1.159050 -1.610193 0.50 0.60 0.64 0.26
H -1.948583 -2.153316 0.410676 0.07 -0.48 0.45 0.32
H -0.158567 0.659769 2.547663 -0.06 2.59 0.54 0.36
```
Positions in Å, forces in eV/Å.

<S²>: 2.045
E_HOMO (spin up / spin down), eV: -4.73 / -9.00
Max |F|, eV/Å: 6.47
Multiplicity: 3
Energy above the lowest of the compared OMol25 structures with the same formula, charge and spin, eV: 1.415
Kohn-Sham gap (spin up / spin down), eV: 5.51 / 6.46

# 4
Density functional theory data (wB97M-V/def2-TZVPD) for an isolated molecule of C4H6N4O2.

The geometry in XYZ format:
```
16
Properties=species:S:1:pos:R:3:forces:R:3:mulliken_charge:R:1
C -2.657850 0.922290 0.025605 1.99 -2.18 0.21 -0.31
N -3.292355 -0.157104 -0.124571 -1.28 -0.66 -0.65 -0.37
O -2.425102 -1.184460 -0.380709 -0.28 0.31 0.83 -0.23
N -1.140322 -0.671597 -0.164332 0.19 -0.25 0.13 0.32
C -0.171737 -1.657053 0.252442 0.69 -0.30 0.18 -0.44
O 0.991060 -1.476314 -0.497260 0.74 1.65 -0.24 -0.31
N 1.612886 -0.223822 -0.114973 0.28 0.45 0.52 -0.33
C 1.068179 1.069026 -0.519615 -1.51 1.19 0.68 -0.45
N -0.311087 1.574861 -0.175187 0.59 -0.79 0.28 -0.57
C -1.228643 0.717856 -0.012396 0.90 -1.12 -1.11 0.50
H -3.032932 1.822664 0.254734 -1.90 2.90 0.57 0.50
H -0.540501 -2.674904 -0.017952 0.00 0.87 0.46 0.33
H 0.222571 -1.607194 1.319658 -1.34 0.07 -0.70 0.33
H 1.620100 -0.141804 0.900275 0.12 -0.92 0.18 0.35
H 1.610959 1.901992 -0.020065 0.73 -1.22 -0.34 0.34
H 1.164442 1.206069 -1.570043 0.08 -0.03 -1.00 0.34
```
Positions in Å, forces in eV/Å.

SMILES: C1=NON2CONCN=C12
E_HOMO, eV: -8.94
Max |F|, eV/Å: 3.52
Energy above the lowest of the compared OMol25 structures with the same formula, charge and spin, eV: 8.075
Kohn-Sham gap, eV: 9.53

# 5
Density functional theory data (wB97M-V/def2-TZVPD) for an isolated molecule of C18H18N6S3.

The geometry in XYZ format:
```
45
Properties=species:S:1:pos:R:3:forces:R:3:mulliken_charge:R:1
C 0.734670 -3.776206 -3.113391 -0.45 0.13 0.30 -1.16
C 0.029454 -2.392314 -3.043781 -0.83 -1.94 0.08 -0.17
C -1.535653 -2.412287 -2.819178 0.89 1.40 0.88 -0.74
S -2.192556 -3.054304 -1.168688 1.29 1.10 -1.52 -0.13
C -1.914709 -1.578725 -0.205595 2.02 -0.09 -4.03 0.14
N -2.581819 -1.668047 0.855326 -2.33 0.33 5.07 -0.47
C -2.522662 -0.669632 1.722074 -0.20 0.43 0.37 -0.02
S -3.316363 -0.749866 3.266723 -1.16 -0.35 -0.09 -0.27
C -1.995249 -0.452313 4.364865 0.72 -0.93 1.16 0.73
C -0.747015 -1.079343 4.209514 1.52 1.02 -1.06 -0.10
C 0.173059 -1.112965 5.242480 -1.75 0.41 -0.18 -0.64
C -0.314837 -0.615164 6.428475 -0.13 0.63 2.54 -0.27
C -1.549071 0.027381 6.588328 0.91 -1.56 -4.17 -0.42
N -2.384554 0.079998 5.503960 0.13 0.55 1.63 -0.58
C -1.920365 0.534290 1.373743 1.26 1.34 -0.32 0.35
N -1.712539 1.784931 1.983259 -1.60 -0.56 1.17 -0.30
N -1.146077 2.565638 1.161498 -0.27 -0.19 1.52 -0.87
N -0.862851 1.930693 0.063721 1.48 -1.59 -3.70 0.74
C 0.005983 2.657037 -0.918503 0.41 0.13 -0.49 -0.70
C 1.547811 2.528359 -0.681047 -0.73 -0.75 -1.99 -0.87
C 2.247624 2.327639 -2.041832 0.71 -0.61 -0.17 0.31
C 2.657698 3.324210 -2.873843 0.85 -1.62 -1.31 -0.50
C 3.410035 2.790971 -4.080568 -1.87 0.88 1.87 -0.40
C 3.434918 1.450603 -4.185030 -0.27 0.46 1.03 -0.42
S 2.649233 0.735613 -2.746400 0.34 0.68 -0.45 -0.13
C -1.298415 0.568520 0.143430 0.67 -0.32 -0.46 0.66
N -1.151157 -0.568316 -0.609502 -0.07 2.10 -0.62 -0.31
H 1.823251 -3.767067 -2.860195 -0.89 0.30 -0.24 0.30
H 0.615629 -4.204097 -4.097890 0.02 -0.37 -0.26 0.32
H 0.235721 -4.430342 -2.380220 0.28 0.03 -0.24 0.29
H 0.574290 -1.908029 -2.298213 0.10 1.28 1.65 0.13
H 0.205033 -1.798733 -3.909782 0.10 0.31 -1.03 0.39
H -1.870589 -1.318539 -2.866757 0.23 -1.64 0.00 0.29
H -2.042659 -2.992386 -3.580340 -0.05 -0.10 -0.14 0.50
H -0.312658 -1.258027 3.230662 -0.67 -0.59 -0.21 0.32
H 1.175486 -1.483591 5.132038 0.10 -0.19 -0.04 0.43
H 0.246724 -0.694845 7.350727 0.43 0.05 -0.09 0.33
H -1.794544 0.512427 7.481025 -0.69 0.52 1.11 0.42
H -0.261786 2.487074 -1.983596 -0.01 -0.62 0.92 0.43
H -0.040389 3.737466 -0.830385 -1.47 0.02 0.54 0.34
H 1.693243 1.762874 0.042970 0.58 -0.91 0.32 0.51
H 1.901254 3.444575 -0.243739 0.26 0.35 0.12 0.39
H 2.345098 4.332781 -2.663953 0.52 0.39 -0.18 0.38
H 3.829349 3.368146 -4.867155 0.19 0.77 -0.31 0.37
H 3.932951 1.033912 -5.075233 -0.55 -0.68 1.01 0.38
```
Positions in Å, forces in eV/Å.

SMILES: CCCSc1nc(Sc2ccccn2)c2nnn(CCc3cccs3)c2n1
E_HOMO, eV: -8.62
Max |F|, eV/Å: 5.59
Energy above the lowest of the compared OMol25 structures with the same formula, charge and spin, eV: 1.982
Kohn-Sham gap, eV: 8.19

# 6
Density functional theory data (wB97M-V/def2-TZVPD) for a cluster of 5 separate species, C16H22ClN4O4 in total.

The geometry in XYZ format:
```
47
Properties=species:S:1:pos:R:3:forces:R:3:mulliken_charge:R:1
Cl -2.319175 -0.025908 -2.075483 -0.36 -0.97 0.64 1.66
O -1.303910 -1.027573 -1.778907 0.28 -0.16 0.02 -0.65
O -2.426578 0.805546 -0.882541 0.34 0.70 -0.32 -0.64
O -1.925455 0.681688 -3.258549 -0.08 0.53 0.33 -0.67
O -3.598102 -0.658283 -2.262970 0.13 -0.05 -0.29 -0.69
C 0.377969 -4.331067 -0.343447 0.24 -0.23 0.02 -1.31
C 1.417231 -3.209967 -0.404213 -0.63 0.09 0.17 0.24
C 2.241946 -3.085844 0.883306 0.14 0.57 -0.36 -0.24
C 3.134678 -4.228069 1.060021 0.07 0.04 0.25 0.22
N 3.829859 -5.131607 1.200843 -0.01 -0.01 -0.06 -0.47
H 0.812047 -5.290199 -0.634630 -0.02 0.01 -0.01 0.41
H -0.469039 -4.119689 -0.993560 0.02 0.01 -0.04 0.32
H 0.003694 -4.455696 0.674856 -0.10 0.13 -0.02 0.32
H 0.885871 -2.269531 -0.567739 0.08 0.05 0.13 -0.27
H 2.087572 -3.333030 -1.255712 0.03 -0.06 0.01 0.34
H 1.636184 -2.939743 1.780237 -0.25 -0.28 -0.11 0.11
H 2.825059 -2.162996 0.812156 0.30 -0.20 0.03 0.33
N 1.830645 0.707916 -2.159957 0.27 -0.18 -0.12 0.17
C 1.801977 2.073810 -2.150734 -0.55 -0.13 0.54 -0.27
C 2.966775 2.536844 -2.681499 0.47 -0.11 -0.36 -0.64
C 3.732186 1.393383 -3.066140 0.12 0.50 0.17 -0.40
C 3.009149 0.293617 -2.716576 -0.18 -0.38 -0.35 -0.56
H 1.088048 0.086076 -1.878139 -0.20 0.18 -0.09 0.24
H 0.961539 2.585237 -1.712062 -0.02 0.09 -0.13 0.31
H 3.251200 3.564979 -2.828103 -0.07 0.05 0.10 0.39
H 4.706565 1.393668 -3.525806 -0.01 -0.02 -0.05 0.39
H 3.198597 -0.739619 -2.955855 -0.04 -0.07 0.26 0.36
N -1.335462 -0.991521 1.674725 0.22 -0.29 0.39 0.31
C -0.503064 -0.767043 2.730998 0.56 0.00 0.21 -0.80
C -0.767443 -1.680649 3.716885 -0.32 0.18 -0.25 -0.21
C -1.863160 -2.469374 3.253527 0.36 -0.09 0.39 -0.61
C -2.156555 -2.045966 1.987044 0.11 0.18 -0.64 -0.49
H -1.267818 -0.544780 0.772460 -0.30 0.04 -0.12 0.15
H 0.252685 0.001009 2.765623 -0.10 0.11 -0.37 0.38
H -0.200287 -1.756029 4.629913 -0.25 -0.02 0.16 0.42
H -2.369457 -3.227617 3.827506 0.01 -0.18 -0.21 0.40
H -2.784006 -2.454341 1.212417 -0.29 0.09 0.18 0.45
N -2.792147 3.811716 0.574681 0.08 -0.04 -0.21 0.07
C -1.455635 3.781512 0.326022 0.25 -0.42 -0.06 -0.27
C -0.927864 5.011832 0.606326 -0.27 0.29 0.20 -0.45
C -2.020729 5.831285 1.017480 0.23 0.11 0.09 -0.43
C -3.154130 5.068550 0.972746 -0.17 -0.19 0.34 -0.57
H -3.352992 2.980826 0.482177 -0.21 0.19 -0.13 0.22
H -1.033986 2.863534 -0.050473 0.14 0.07 0.06 0.27
H 0.106015 5.311859 0.590038 0.04 -0.10 -0.20 0.41
H -1.970043 6.852291 1.360769 -0.01 0.02 -0.10 0.37
H -4.160460 5.308977 1.270355 -0.04 -0.05 -0.10 0.38
```
Positions in Å, forces in eV/Å.

E_HOMO, eV: -6.04
Max |F|, eV/Å: 1.21
Net charge: -1
Energy above the lowest of the compared OMol25 structures with the same formula, charge and spin, eV: 0.000
Kohn-Sham gap, eV: 8.90